(1)
The following is a quantum chemistry calculation of C4H10O4 as an isolated structure, from OMol25.

Element x y z (Å)
C -1.328 -0.290 0.497
C 1.374 0.544 0.338
C -2.140 0.566 -0.427
C 1.554 0.530 -1.164
O 0.262 0.881 0.852
O -1.801 -0.245 1.753
O -0.777 -1.361 0.078
O 1.541 -1.301 0.775
H -1.298 -0.868 2.299
H 0.452 -1.496 0.466
H 2.123 -1.789 0.181
H 2.264 0.883 0.883
H -2.202 1.576 -0.029
H -1.687 0.591 -1.414
H -3.147 0.150 -0.489
H 2.506 0.072 -1.439
H 0.741 -0.008 -1.647
H 1.563 1.565 -1.512

Atoms 1-3, force components in eV/Å:
C -0.71 -1.49 -0.20
C -0.77 1.23 0.10
C 0.34 0.35 0.15

- spin multiplicity = 1
- HOMO (eV) = -9.51
- gap between HOMO and LUMO (eV) = 10.30
- energy relative to the best compared isomer or geometry (same formula, charge and spin) (eV) = 1.553

---

(2)
The following is a quantum chemistry calculation of a 2-piece molecular cluster, C21H23N2O2 overall, from OMol25.

Element x y z (Å)
C 0.958 -3.934 1.056
C -0.340 -3.241 1.048
N -0.674 -1.959 1.051
C -2.066 -1.903 1.072
C -2.572 -3.195 1.065
C -3.906 -3.818 1.058
N -1.466 -4.001 1.055
H 1.772 -3.207 1.049
H 1.033 -4.561 1.958
H 1.032 -4.580 0.169
H -2.633 -0.979 1.107
H -4.687 -3.053 1.050
H -4.036 -4.452 0.165
H -4.054 -4.452 1.948
H -1.481 -5.014 1.047
C -3.074 4.881 2.863
O -2.416 3.718 3.412
C -1.450 3.089 2.694
C -0.999 1.841 3.209
C -0.225 1.024 2.430
C 0.224 1.424 1.136
C 0.949 0.481 0.373
C 1.328 0.594 -0.989
C 2.463 -0.149 -1.441
C 2.874 -0.049 -2.754
C 2.182 0.819 -3.642
O 2.695 0.854 -4.902
C 3.863 -0.052 -4.922
C 3.975 -0.700 -3.536
C 1.060 1.560 -3.236
C 0.624 1.412 -1.939
C -0.063 2.769 0.732
C -0.925 3.570 1.464
H -3.811 5.158 3.618
H -2.356 5.698 2.718
H -3.574 4.640 1.916
H -1.341 1.540 4.198
H 0.062 0.037 2.790
H 1.279 -0.418 0.896
H 3.026 -0.758 -0.729
H 3.701 -0.779 -5.725
H 4.742 0.554 -5.176
H 4.959 -0.523 -3.095
H 3.838 -1.784 -3.611
H 0.576 2.213 -3.961
H -0.262 1.952 -1.616
H 0.412 3.178 -0.158
H -1.216 4.556 1.087

Atoms 1-3, force components in eV/Å:
C 0.55 0.06 -0.03
C -1.46 0.57 0.01
N 0.27 -0.29 0.11

- spin multiplicity = 1
- HOMO (eV) = -10.65
- total charge = +1
- gap between HOMO and LUMO (eV) = 6.04
- energy relative to the best compared isomer or geometry (same formula, charge and spin) (eV) = 0.030

---

(3)
The following is a quantum chemistry calculation of one molecule with the formula C3H5N3OS, from OMol25.

Element x y z (Å)
H 0.438 2.281 -0.498
N -0.472 1.804 -0.487
C -0.287 0.573 -0.215
C -1.221 -0.553 -0.173
S -2.947 -0.076 0.245
C -0.561 -1.736 -0.315
O 0.787 -1.536 -0.170
N 1.058 -0.108 -0.304
N 2.036 0.464 0.517
H -2.843 1.174 -0.269
H -0.942 -2.702 -0.147
H 2.980 -0.030 0.251
H 1.974 0.444 1.564

Atoms 1-3, force components in eV/Å:
H -0.33 -0.08 -0.15
N 0.27 -0.82 1.13
C 1.82 -0.88 -1.57

- spin multiplicity = 1
- HOMO (eV) = -8.47
- gap between HOMO and LUMO (eV) = 8.89
- energy relative to the best compared isomer or geometry (same formula, charge and spin) (eV) = 4.429
- structure (SMILES) = [H]/N=c1/c(S)con1N

---

(4)
The following is a quantum chemistry calculation of a 4-piece molecular cluster, C35H66FN6O7PS overall, from OMol25.

Element x y z (Å)
O -0.353 2.311 -1.961
P 0.103 0.943 -1.990
O -0.604 -0.026 -0.963
O -0.078 0.269 -3.419
C 1.894 0.832 -1.647
C 2.915 1.548 -2.540
C 3.964 2.057 -1.513
F 3.803 3.416 -1.387
C 3.480 1.541 -0.185
C 4.236 1.706 1.086
C 4.046 0.526 2.042
S 4.944 -0.967 1.590
C 4.576 -1.266 -0.081
N 3.619 -1.910 -0.622
N 3.795 -1.827 -1.979
C 4.848 -1.152 -2.174
O 5.404 -0.741 -1.027
N 2.364 0.926 -0.262
H -0.716 -0.917 -1.322
H 0.600 -0.397 -3.593
H 2.089 -0.227 -1.871
H 2.486 2.356 -3.116
H 3.312 0.779 -3.184
H 4.985 1.775 -1.731
H 4.014 2.660 1.555
H 5.286 1.766 0.806
H 2.987 0.351 2.210
H 4.443 0.813 3.007
H 5.279 -0.890 -3.116
H 1.845 0.502 0.497
C -3.693 1.648 -1.548
C -4.510 0.360 -1.321
C -4.069 -0.709 -2.321
C -4.504 -0.397 -3.751
C -6.012 -0.158 -3.818
C -6.537 0.854 -2.794
N -5.974 0.622 -1.428
O -6.626 -0.332 -0.847
C -6.229 2.291 -3.258
C -8.061 0.764 -2.761
C -4.158 -0.084 0.096
H -2.676 1.530 -1.177
H -3.587 1.924 -2.595
H -4.134 2.491 -1.015
H -4.485 -1.678 -2.029
H -2.981 -0.814 -2.282
H -3.961 0.467 -4.142
H -4.244 -1.236 -4.400
H -6.284 0.179 -4.819
H -6.518 -1.116 -3.667
H -6.475 3.010 -2.476
H -6.831 2.540 -4.132
H -5.193 2.447 -3.554
H -8.410 -0.250 -2.570
H -8.465 1.068 -3.725
H -8.480 1.419 -1.996
H -4.424 0.685 0.823
H -3.084 -0.256 0.166
H -4.654 -1.011 0.381
C -7.419 -2.160 2.503
C -8.417 -0.991 2.629
C -7.665 0.281 3.012
C -7.148 0.252 4.449
C -8.281 -0.046 5.433
C -9.122 -1.274 5.071
N -9.488 -1.302 3.624
O -10.507 -0.532 3.420
C -8.368 -2.565 5.453
C -10.378 -1.277 5.938
C -9.006 -0.838 1.234
H -6.843 -2.052 1.583
H -6.688 -2.206 3.308
H -7.940 -3.117 2.456
H -8.325 1.146 2.891
H -6.833 0.429 2.319
H -6.346 -0.483 4.558
H -6.704 1.220 4.694
H -7.869 -0.179 6.435
H -8.932 0.833 5.481
H -8.894 -3.443 5.076
H -8.310 -2.658 6.538
H -7.342 -2.598 5.094
H -10.936 -0.346 5.856
H -10.098 -1.395 6.985
H -11.042 -2.098 5.669
H -9.509 -1.754 0.917
H -8.210 -0.629 0.525
H -9.720 -0.018 1.164
C 9.127 -1.470 -0.610
C 9.581 -0.080 -0.118
C 9.384 0.944 -1.235
C 10.374 0.761 -2.384
C 11.813 0.761 -1.869
C 12.065 -0.197 -0.699
N 10.996 -0.108 0.342
O 11.216 0.908 1.112
C 12.186 -1.645 -1.215
C 13.427 0.125 -0.092
C 8.657 0.243 1.050
H 8.037 -1.512 -0.648
H 9.468 -1.716 -1.613
H 9.462 -2.254 0.069
H 9.499 1.955 -0.829
H 8.358 0.877 -1.612
H 10.165 -0.161 -2.933
H 10.248 1.573 -3.103
H 12.493 0.511 -2.685
H 12.065 1.780 -1.559
H 12.227 -2.348 -0.382
H 13.105 -1.763 -1.787
H 11.380 -1.947 -1.880
H 13.515 1.171 0.194
H 14.209 -0.075 -0.823
H 13.622 -0.488 0.789
H 8.747 -0.505 1.840
H 7.619 0.248 0.711
H 8.854 1.223 1.484

Atoms 1-3, force components in eV/Å:
O -0.24 0.79 0.33
P -0.38 1.15 -0.35
O 0.50 -0.35 0.16

- spin multiplicity = 4
- HOMO (alpha / beta) (eV) = -9.23 / -10.12
- total charge = +1
- gap between HOMO and LUMO (alpha / beta) (eV) = 4.40 / 5.29
- energy relative to the best compared isomer or geometry (same formula, charge and spin) (eV) = 0.745

---

(5)
The following is a quantum chemistry calculation of C30H34N3O7PSe4Zr as an isolated structure, from OMol25.

Element x y z (Å)
Zr 1.466 -0.394 -0.623
O -2.032 0.432 3.805
C -0.835 0.891 4.224
C -0.794 1.593 5.427
C 0.407 2.079 5.910
C 1.590 1.879 5.205
C 1.556 1.198 4.003
C 0.354 0.703 3.496
C 0.366 0.030 2.181
O 1.430 0.088 1.457
N -0.719 -0.592 1.795
N -0.541 -1.096 0.511
C -1.407 -1.966 0.147
C -1.412 -2.610 -1.145
C -2.184 -3.761 -1.338
C -2.198 -4.407 -2.554
C -1.442 -3.885 -3.606
C -0.691 -2.739 -3.450
C -0.650 -2.083 -2.211
O 0.062 -0.993 -2.051
H -1.864 -0.090 2.980
H -1.722 1.735 5.966
H 0.420 2.618 6.850
H 2.531 2.253 5.586
H 2.464 1.031 3.429
H -2.171 -2.257 0.868
H -2.750 -4.156 -0.501
H -2.766 -5.319 -2.685
H -1.428 -4.399 -4.560
H -0.077 -2.346 -4.250
Se 4.289 -0.147 0.052
Se 4.846 0.583 2.156
Se 3.895 2.099 -3.158
Se 3.246 1.754 -0.977
O 1.936 -7.541 -0.913
C 1.611 -6.940 0.125
O 1.194 -7.373 1.218
C 1.734 -5.394 0.051
C 1.429 -4.609 1.160
C 1.482 -3.235 1.062
N 1.828 -2.614 -0.072
C 2.181 -3.363 -1.131
C 2.138 -4.744 -1.108
C 2.624 -2.568 -2.345
O 2.918 -3.122 -3.382
O 2.640 -1.286 -2.120
H 1.138 -5.102 2.077
H 1.234 -2.595 1.900
H 2.406 -5.312 -1.987
C -1.146 3.981 -2.614
C -0.070 2.981 -2.187
C 0.209 2.011 -3.340
P -0.327 2.021 -0.619
C -2.135 1.569 -0.480
C -3.144 2.644 -0.074
C -2.641 0.819 -1.714
C -0.114 3.209 0.810
C 1.327 3.321 1.313
C -0.628 4.637 0.604
H -0.798 4.511 -3.505
H -1.382 4.723 -1.855
H -2.070 3.468 -2.888
H 0.864 3.526 -1.992
H -0.655 1.379 -3.549
H 1.071 1.373 -3.151
H 0.451 2.579 -4.242
H -2.103 0.851 0.344
H -3.213 3.447 -0.810
H -2.916 3.079 0.898
H -4.132 2.181 0.001
H -2.843 1.503 -2.540
H -3.579 0.311 -1.473
H -1.928 0.075 -2.058
H -0.706 2.729 1.601
H 1.943 3.881 0.607
H 1.809 2.362 1.481
H 1.327 3.866 2.262
H -0.015 5.149 -0.141
H -0.520 5.187 1.543
H -1.668 4.700 0.295

Atoms 1-3, force components in eV/Å:
Zr -0.14 -0.04 0.02
O 0.01 -0.01 -0.01
C 0.01 0.00 0.00

- spin multiplicity = 1
- HOMO (eV) = -2.11
- total charge = -2
- gap between HOMO and LUMO (eV) = 5.77
- energy relative to the best compared isomer or geometry (same formula, charge and spin) (eV) = 0.899

---

(6)
The following is a quantum chemistry calculation of one molecule with the formula C5H11N3, from OMol25.

Element x y z (Å)
C 2.294 1.517 -0.208
C 0.967 1.074 0.328
N -0.164 1.406 -0.328
C -1.048 0.479 0.038
N -2.298 0.823 0.527
C -0.510 -0.829 0.157
C 0.261 -1.460 -0.979
N -1.097 -1.763 1.004
H 3.067 0.790 0.051
H 2.269 1.639 -1.293
H 2.575 2.481 0.232
H 0.940 0.873 1.401
H -2.512 1.796 0.349
H -3.033 0.189 0.244
H 0.581 -0.728 -1.719
H 1.151 -1.972 -0.603
H -0.359 -2.208 -1.493
H -1.789 -1.422 1.654
H -1.294 -2.684 0.637

Atoms 1-3, force components in eV/Å:
C -0.01 -0.01 -0.08
C -0.83 1.29 -1.02
N 1.71 0.27 0.34

- spin multiplicity = 1
- HOMO (eV) = -6.76
- gap between HOMO and LUMO (eV) = 7.76
- energy relative to the best compared isomer or geometry (same formula, charge and spin) (eV) = 1.980
- structure (SMILES) = C/C=N/C(N)=C(\C)N

---

(7)
The following is a quantum chemistry calculation of a 9-piece molecular cluster, C43H80N10O4P overall, from OMol25.

Element x y z (Å)
C 3.664 -0.672 0.054
C 2.572 -0.945 1.082
C 1.180 -1.107 0.460
C 1.162 -2.075 -0.729
N -0.007 -2.985 -0.813
C -1.017 -2.608 -1.779
C -1.650 -3.866 -2.399
N -2.829 -4.092 -1.530
C -3.146 -3.066 -0.834
P -4.498 -3.079 0.373
O -5.582 -2.164 0.030
O -3.695 -2.752 1.693
O -4.849 -4.629 0.387
C -2.300 -1.906 -1.206
C -2.190 -0.690 -0.284
O -2.060 0.482 -1.031
C -3.274 1.003 -1.585
C -3.605 2.350 -0.967
H 3.676 -1.413 -0.752
H 3.504 0.310 -0.394
H 4.648 -0.700 0.526
H 2.533 -0.076 1.744
H 2.810 -1.810 1.711
H 0.492 -1.508 1.211
H 0.822 -0.114 0.167
H 1.286 -1.547 -1.683
H 2.031 -2.730 -0.630
H 0.369 -3.868 -1.135
H -0.656 -1.966 -2.593
H -1.953 -3.728 -3.438
H -1.014 -4.747 -2.310
H -3.309 -4.983 -1.462
H -4.275 -2.329 2.350
H -5.745 -4.769 0.739
H -2.821 -1.541 -2.112
H -3.058 -0.644 0.386
H -1.316 -0.787 0.346
H -4.102 0.300 -1.424
H -3.136 1.102 -2.665
H -2.701 2.946 -0.849
H -4.302 2.880 -1.617
H -4.089 2.221 0.005
C 4.437 -5.377 0.975
C 3.268 -6.328 1.204
C 2.753 -6.963 -0.096
C 2.284 -5.945 -1.034
N 1.987 -5.103 -1.756
H 4.149 -4.532 0.347
H 4.795 -4.976 1.922
H 5.272 -5.887 0.492
H 2.448 -5.799 1.693
H 3.569 -7.136 1.872
H 1.931 -7.652 0.100
H 3.546 -7.528 -0.590
C 7.220 0.228 -3.816
C 6.897 -1.244 -4.038
C 6.106 -1.854 -2.874
C 6.849 -1.794 -1.615
N 7.430 -1.724 -0.626
H 7.854 0.363 -2.938
H 7.751 0.637 -4.675
H 6.309 0.813 -3.675
H 7.816 -1.814 -4.184
H 6.302 -1.358 -4.945
H 5.861 -2.899 -3.070
H 5.169 -1.310 -2.736
C 7.360 2.013 0.914
C 6.940 3.384 1.432
C 5.696 3.328 2.331
C 4.549 2.807 1.593
N 3.685 2.349 0.992
H 6.581 1.566 0.294
H 8.258 2.095 0.302
H 7.576 1.324 1.732
H 6.738 4.054 0.596
H 7.754 3.827 2.008
H 5.441 4.325 2.694
H 5.873 2.690 3.198
C -8.018 -1.265 3.132
C -7.128 -0.115 3.586
C -6.696 -0.236 5.053
C -7.847 -0.249 5.954
N -8.762 -0.279 6.646
H -8.945 -1.296 3.705
H -8.280 -1.156 2.080
H -7.517 -2.230 3.256
H -7.653 0.831 3.448
H -6.230 -0.068 2.964
H -6.051 0.597 5.337
H -6.134 -1.159 5.216
C -5.346 6.992 1.021
C -6.290 7.177 -0.160
C -6.287 5.977 -1.115
C -4.964 5.740 -1.693
N -3.920 5.556 -2.133
H -4.312 6.894 0.688
H -5.399 7.848 1.693
H -5.605 6.099 1.595
H -6.018 8.075 -0.717
H -7.310 7.321 0.197
H -6.988 6.133 -1.936
H -6.592 5.070 -0.588
C 2.198 5.050 -3.360
C 1.402 3.962 -2.651
C 2.302 2.930 -1.962
C 3.167 2.218 -2.903
N 3.837 1.633 -3.630
H 2.815 4.632 -4.157
H 1.531 5.786 -3.808
H 2.858 5.572 -2.664
H 0.748 3.456 -3.364
H 0.759 4.408 -1.890
H 1.705 2.177 -1.444
H 2.936 3.405 -1.213
C -6.831 -8.149 1.218
C -5.714 -8.121 0.182
C -6.234 -7.903 -1.245
C -7.143 -8.969 -1.662
N -7.867 -9.803 -1.972
H -7.520 -8.973 1.033
H -6.425 -8.276 2.221
H -7.413 -7.223 1.204
H -5.153 -9.055 0.219
H -5.010 -7.320 0.419
H -5.407 -7.871 -1.957
H -6.773 -6.955 -1.318
C 6.432 8.159 2.986
C 5.075 8.634 2.486
C 4.243 7.503 1.870
C 4.912 6.906 0.714
N 5.451 6.461 -0.196
H 7.040 7.769 2.168
H 6.983 8.979 3.445
H 6.322 7.371 3.734
H 5.207 9.424 1.745
H 4.504 9.064 3.310
H 3.269 7.868 1.541
H 4.067 6.716 2.607

Atoms 1-3, force components in eV/Å:
C -0.03 -0.19 -0.03
C -0.07 0.29 -0.01
C -0.11 -0.08 -0.04

- spin multiplicity = 1
- HOMO (eV) = -12.03
- total charge = +1
- gap between HOMO and LUMO (eV) = 7.75

---

In eV, the E values for the records above are, in order, -12499.0532, -29218.7576, -20541.2297, -83469.5520, -322429.4409, -9831.9260, -78263.0333.